[1]
The following is a quantum chemistry calculation of a gas-phase ion, C5H6PS (charge -1) in a non-equilibrium geometry, from the OMol25 dataset.

Atoms and positions in Å:
C -0.90 0.62 -0.52
C -0.12 -0.20 0.55
C 1.34 -0.21 0.44
C 2.01 -0.94 1.30
P 1.09 -1.70 2.66
S 1.42 -0.39 4.14
C -0.67 -0.80 1.57
H -0.41 1.61 -0.51
H -1.95 0.62 -0.29
H -0.94 0.16 -1.62
H 1.86 0.33 -0.38
H 3.11 -0.86 1.35
H -1.69 -0.98 1.75

Values from the calculation:
Energy above the lowest of the compared OMol25 structures with the same formula, charge and spin: 0.657 eV
F_max: 4.24 eV/A
Total charge: -1
Structure (SMILES): CC1=CC=P([S-])=C1
Total energy: -933.6474 hartree
HOMO-LUMO gap: 6.52 eV

Just the Löwdin charges please, in e? Sure, here they are: -0.0962, -0.4654, -0.2351, -0.4734, 0.2873, -0.2403, -0.1316, 0.0600, 0.0333, 0.0969, 0.0973, 0.0546, 0.0125


[2]
The following is a quantum chemistry calculation of 2 unconnected molecules or ions with the total composition C6H12FN2O4 in a non-equilibrium geometry, from the OMol25 dataset.

Atoms and positions in Å:
N 1.04 1.17 2.36
C 0.23 0.49 1.34
O 0.79 -0.41 0.65
C -1.32 0.75 1.03
C -2.21 1.02 2.36
N -3.42 1.90 2.07
H 0.62 1.11 3.31
H 1.29 2.13 2.11
H -1.72 -0.24 0.60
H -1.50 1.55 0.23
H -1.58 1.42 3.23
H -2.63 0.01 2.70
H -4.11 1.39 1.48
H -3.13 2.72 1.51
H -3.91 2.22 2.92
C 1.91 -1.49 -1.87
C 2.23 -2.66 -2.74
O 2.12 -2.14 -4.05
C 2.43 -0.81 -3.94
O 2.70 -0.11 -4.86
O 2.40 -0.40 -2.64
F 1.32 -3.65 -2.60
H 0.83 -1.37 -1.72
H 2.40 -1.54 -0.90
H 3.24 -3.07 -2.60

Values from the calculation:
F_max: 5.09 eV/A
Total charge: +1
Total energy: -745.8685 hartree
HOMO-LUMO gap: 8.56 eV

Just the Löwdin charges please, in e? Sure, here they are: 0.0948, -0.3691, 0.0664, -0.0728, -0.1386, 0.1679, 0.0830, 0.1029, 0.1380, 0.1366, 0.1316, 0.1517, 0.1879, 0.1761, 0.1794, -0.0949, -0.3198, 0.1431, -0.5314, 0.1772, 0.0725, 0.0770, 0.1307, 0.1310, 0.1786